No. 1
Formula: C10H7O3
Source: the Open Molecules 2025 dataset
Level of theory: ωB97M-V/def2-TZVPD

Structure (XYZ):
```
20
Properties=species:S:1:pos:R:3:mulliken_charge:R:1
C -2.9504 0.1978 -0.2432 -0.294
C -2.2296 1.3533 -0.6658 -0.687
C -2.3190 -0.9727 -0.0474 -1.006
C -0.8922 1.2632 -0.8616 -0.488
C -0.8755 -1.1289 -0.2363 0.513
C -0.1210 0.0825 -0.6513 0.269
C -0.4568 -2.3450 0.0109 0.592
C 1.2367 0.2275 -0.7860 0.943
C 2.6271 -0.0374 -0.9274 -1.298
C 2.8169 0.1393 1.4597 -0.580
O -0.1708 -3.4656 0.2694 -0.539
O 1.8964 1.3633 -1.0837 -0.505
O 3.4142 -0.1266 0.2123 -0.046
H -4.0205 0.2661 -0.0864 0.360
H -2.7597 2.2825 -0.8256 0.351
H -2.8656 -1.8533 0.2672 0.333
H -0.3301 2.1293 -1.1865 0.381
H 3.5994 0.0740 2.2183 0.288
H 2.0268 -0.5931 1.6823 0.188
H 2.3738 1.1437 1.4811 0.225
```

Properties
Orbital gap (spin up / spin down) = 6.10 / 6.10 eV
Largest force on an atom = 1.49 eV/A
ΔE to the lowest compared entry with this formula, charge and spin = 3.4389 eV
Total charge = -1

No. 2
Formula: C22H22BrCl4IrN4O4S
Source: the Open Molecules 2025 dataset
Level of theory: ωB97M-V/def2-TZVPD

Structure (XYZ):
```
59
Properties=species:S:1:pos:R:3:mulliken_charge:R:1
Ir -1.0327 0.1992 -1.2806 2.924
N -2.8746 -0.7514 -1.4580 -0.502
C -2.8172 -1.8246 -2.4811 -0.686
C -1.4679 -2.5090 -2.3493 -0.555
N -0.3652 -1.5215 -2.3634 -0.313
C 0.1154 -1.1169 -3.7078 -0.561
C -0.6895 0.0606 -4.2290 -0.688
N -0.7355 1.0559 -3.1327 -0.311
H -3.6953 -0.1602 -1.5656 0.371
H -2.9646 -1.1742 -0.5313 0.207
H -3.6236 -2.5446 -2.3347 0.468
H -2.9543 -1.3738 -3.4599 0.290
H -1.4094 -3.0219 -1.3873 0.205
H -1.3397 -3.2544 -3.1368 0.467
H 0.4156 -1.9077 -1.8263 0.219
H 1.1567 -0.8235 -3.5784 0.234
H 0.0755 -1.9606 -4.3990 0.524
H -0.2314 0.4849 -5.1226 0.465
H -1.7098 -0.2164 -4.4817 0.261
H 0.2030 1.4432 -3.0004 0.302
H -1.3629 1.8324 -3.3264 0.394
Cl 0.4401 -4.5565 4.4668 -0.169
C -0.0585 -3.3953 3.3101 0.384
C -1.0779 -2.4509 3.6579 0.653
Cl -1.7624 -2.5019 5.2212 -0.154
C -1.4971 -1.5034 2.7490 0.082
Cl -2.6992 -0.3408 3.1638 -0.171
C -0.9434 -1.4307 1.4509 -0.843
O -1.3368 -0.4844 0.6715 -0.676
C 0.0946 -2.3880 1.0758 0.225
O 0.6009 -2.3536 -0.0601 -0.845
C 0.5007 -3.3644 2.0675 0.246
Cl 1.7221 -4.4619 1.5919 -0.157
Br 5.0623 -0.7839 -0.4625 -0.117
C 3.7478 -0.4245 0.8426 0.158
C 4.1503 -0.5691 2.1647 -0.426
C 3.2713 -0.3093 3.2016 -0.799
C 1.9803 0.1167 2.9241 -1.271
C 1.5888 0.2762 1.6078 0.076
C 2.4493 -0.0001 0.5420 0.650
C 1.9277 0.0994 -0.8575 0.050
O 2.3871 -0.5266 -1.7813 -0.699
O 0.9002 0.9499 -1.0581 -1.304
H 5.1606 -0.8925 2.3720 0.446
H 3.5989 -0.4410 4.2243 0.427
H 1.2787 0.3129 3.7246 0.494
H 0.5712 0.5682 1.3967 0.614
S -2.1658 2.1246 -0.5189 -0.647
C -1.1619 3.2750 0.2832 1.132
N 0.1675 3.1151 0.3825 0.387
C 0.9795 3.9847 1.0215 0.012
C 0.4713 5.1125 1.5928 -0.883
C -0.9113 5.3313 1.4989 -0.099
C -1.7209 4.4274 0.8591 -0.950
H 0.5799 2.2608 -0.0598 -0.314
H 2.0254 3.7138 1.0460 0.505
H 1.1218 5.8052 2.1039 0.425
H -1.3464 6.2170 1.9426 0.408
H -2.7892 4.5729 0.7931 0.436
```

Properties
Orbital gap (spin up / spin down) = 7.43 / 6.69 eV
Largest force on an atom = 0.76 eV/A
ΔE to the lowest compared entry with this formula, charge and spin = 0.0000 eV
Total charge = +1
Spin multiplicity = 2

No. 3
Formula: C6H6
Source: the Open Molecules 2025 dataset
Level of theory: ωB97M-V/def2-TZVPD

Structure (XYZ):
```
12
Properties=species:S:1:pos:R:3:mulliken_charge:R:1
C 0.9696 -1.7239 1.0198 -0.909
C 1.2659 -0.5335 0.1921 -0.284
C 0.5301 -0.2022 -0.8185 0.094
C -0.3151 0.4693 -1.4481 0.027
C -1.2740 1.2838 -1.4420 0.121
C -1.9229 2.1048 -0.6800 -0.760
H 1.2573 -1.5170 2.0463 0.295
H -0.0771 -2.0506 0.9936 0.318
H 1.5889 -2.5358 0.6310 0.253
H 2.2194 -0.0251 0.1613 0.323
H -1.4021 2.1523 0.3103 0.233
H -2.8400 2.5778 -0.9658 0.289
```

Properties
Orbital gap = 8.85 eV
Largest force on an atom = 1.34 eV/A
ΔE to the lowest compared entry with this formula, charge and spin = 5.1449 eV
Total charge = 0
SMILES = C=C=C=C=CC

No. 4
Formula: C24H39N3O2
Source: the Open Molecules 2025 dataset
Level of theory: ωB97M-V/def2-TZVPD

Structure (XYZ):
```
68
Properties=species:S:1:pos:R:3:mulliken_charge:R:1
C 3.6540 -3.8311 1.9592 -0.850
H 3.0638 -4.4181 1.2456 0.271
O 3.9111 -2.5876 1.0604 -0.216
C 4.6266 -1.5450 1.8053 0.493
C 4.9985 -1.3897 3.2799 -0.163
C 5.7562 -0.5219 3.7613 -0.708
C 6.0846 0.4385 3.0132 -0.480
C 5.7365 0.6964 1.4940 -0.795
C 5.0700 -0.4019 0.9581 1.075
C 4.4933 -0.4383 -0.4405 -2.609
N 3.3842 0.1571 -0.8576 0.293
C 2.2976 -0.3602 -0.0871 -1.081
C 0.7664 0.2344 -0.4153 1.235
C 0.7806 1.5660 -0.4438 -0.924
C 2.0263 2.3802 -0.9831 -1.447
C 3.3148 1.4999 -0.3595 -0.512
H 3.2444 1.8160 0.8038 0.209
H 4.1567 1.9886 -0.8412 0.524
H 1.9570 3.3904 -0.9495 0.596
H 2.0113 1.9598 -2.0943 0.323
H 0.8223 1.9147 0.7283 -0.020
H -0.0105 1.8474 -0.8380 1.070
H 0.8287 -0.1791 -1.7426 0.031
C -0.2891 -0.8128 0.0859 -2.004
N -1.5388 0.0124 -0.6100 1.288
C -2.0899 -0.7528 -1.6542 -0.088
O -1.3754 -1.5430 -2.0112 -0.544
C -3.3285 -0.2988 -2.3626 1.784
H -4.0451 -0.2927 -1.3394 -0.422
C -3.9372 -1.3849 -3.2045 -0.717
C -4.0641 -0.4994 -4.6472 -0.769
C -4.1639 1.0422 -4.0633 -0.775
H -4.0277 1.6015 -4.9412 0.503
H -5.2137 1.1520 -3.5565 0.222
C -3.1519 1.0003 -2.9037 -1.768
H -3.2588 1.8292 -2.5547 1.002
H -2.1605 1.1913 -3.4418 0.300
H -5.0069 -1.1381 -5.0757 0.296
H -3.2012 -0.6767 -5.2212 0.358
H -3.0208 -2.2440 -3.4488 0.128
H -4.9396 -1.9043 -2.8305 0.343
C -2.3198 0.3851 0.4020 -0.560
H -3.0050 1.2429 -0.1364 0.060
H -1.7808 1.2805 1.1264 0.048
C -3.1834 -0.1367 1.3518 -1.155
N -4.4393 0.5804 2.1745 -0.055
C -5.4762 1.0981 1.4800 -1.216
H -5.2351 1.9784 0.8892 0.378
H -5.7608 0.4521 0.6446 0.270
H -5.9968 1.3765 2.0794 0.716
C -3.6871 1.5495 3.0168 -0.914
H -3.2879 2.4463 2.5175 0.307
H -4.5913 1.9378 3.6537 0.395
H -2.9833 0.9457 3.6945 0.263
H -4.0040 -1.0396 0.8385 0.139
H -2.6883 -0.9351 1.9845 0.202
H -0.3198 -0.3791 1.2355 0.321
H -0.1636 -1.7639 -0.0616 1.139
H 2.1875 -0.3080 0.9720 0.542
H 2.0401 -1.7849 -0.2261 -0.097
H 4.3739 -1.3784 -0.8015 0.956
H 5.2269 -0.0173 -1.0781 0.817
H 5.9216 1.4796 0.8503 0.584
H 6.7204 1.3250 3.3415 0.222
H 5.9577 -0.5007 4.7991 0.429
H 4.7613 -2.4168 3.8407 0.103
H 2.9898 -3.5489 2.8916 0.320
H 4.5817 -4.3666 2.2432 0.330
```

Properties
Orbital gap = 8.80 eV
Largest force on an atom = 18.13 eV/A
ΔE to the lowest compared entry with this formula, charge and spin = 23.6375 eV
Total charge = 0

No. 5
Formula: C24H33Cl2FeN4O3
Source: the Open Molecules 2025 dataset
Level of theory: ωB97M-V/def2-TZVPD

Structure (XYZ):
```
67
Properties=species:S:1:pos:R:3:mulliken_charge:R:1
O -0.3200 1.0423 -1.4765 -0.269
C -0.0375 0.1289 -2.4081 -0.263
C -1.3317 -0.2559 -3.1640 -0.511
C -2.5470 -0.3422 -2.5024 0.741
H -2.5593 -0.1991 -1.4149 0.055
C -3.7175 -0.5968 -3.2239 -0.917
H -4.6714 -0.6262 -2.6719 0.368
C -3.6219 -0.8560 -4.6033 -0.387
H -4.5360 -1.0881 -5.1520 0.348
C -2.3827 -0.8085 -5.2570 -0.659
H -2.3157 -1.0308 -6.3283 0.348
C -1.2320 -0.5070 -4.5222 -0.046
H -0.2560 -0.4576 -5.0120 0.387
H 0.6676 0.6813 -3.1253 0.118
C 2.3506 -1.0818 -2.0515 -1.220
C 0.8758 -1.3014 -1.8337 0.596
H 2.9085 -1.8932 -2.5661 0.404
H 2.7808 -0.9738 -1.0352 0.223
H 2.6051 -0.1587 -2.6086 0.271
C 0.3064 -2.5016 -2.1303 0.287
C 1.0078 -3.8431 -2.0817 -1.404
H -0.7573 -2.5739 -2.4509 0.300
H 0.8722 -4.4270 -3.0108 0.386
H 0.5756 -4.4052 -1.2426 0.265
H 2.0920 -3.7295 -1.8824 0.289
Fe 0.1916 -0.9799 0.4748 0.805
Cl -2.0322 -0.8811 0.7696 -0.772
Cl 1.4856 -2.5521 0.9169 -0.653
H -3.7913 3.6966 -0.9963 0.327
H -4.0390 3.0712 1.5754 0.325
C -3.2406 2.7396 -1.0121 -1.055
C -3.3334 2.2521 1.3789 -0.983
N -2.5635 2.5033 0.2220 0.515
H -2.5212 2.7670 -1.8435 0.287
C -1.2093 2.6838 0.3060 -0.460
O -0.5148 2.4311 1.3077 -0.619
H -2.6702 2.1222 2.2577 0.204
H -0.7567 3.0382 -0.6323 0.638
H -3.9684 1.9412 -1.2072 0.320
H -3.9179 1.3320 1.2547 0.311
H 4.9722 2.4403 1.6022 0.298
H 3.9905 4.5586 0.2053 0.327
C 4.7040 1.9257 0.6650 -1.030
C 3.6512 3.8091 -0.5261 -0.959
N 3.5180 2.5078 0.0818 0.283
H 4.5422 0.8652 0.8681 0.264
C 2.3208 1.8981 0.2247 0.894
O 2.1874 0.7856 0.7367 -0.617
H 2.6940 4.1284 -0.9400 0.268
H 1.4574 2.4886 -0.1629 -0.384
H 5.5419 2.0492 -0.0356 0.352
H 4.3934 3.7823 -1.3316 0.321
N 1.0469 0.0541 4.7771 -0.070
C 0.8975 0.4907 3.4860 -0.731
N 0.2420 -0.4123 2.7938 0.430
C -0.1647 -1.4371 3.6365 0.422
C -0.8024 -2.6613 3.4148 -0.435
C -0.7833 -3.6236 4.4289 -0.791
C -0.1617 -3.3483 5.6548 -0.291
C 0.4399 -2.1110 5.9140 -0.935
C 0.4042 -1.1800 4.8902 0.399
H 1.5537 0.5660 5.5037 0.233
H 1.2888 1.4420 3.1477 0.485
H -1.2910 -2.7886 2.4463 0.317
H -1.2611 -4.5831 4.2317 0.360
H -0.1714 -4.1350 6.4103 0.334
H 0.9144 -1.8721 6.8597 0.359
```

Properties
Orbital gap (spin up / spin down) = 6.54 / 6.53 eV
Largest force on an atom = 4.95 eV/A
ΔE to the lowest compared entry with this formula, charge and spin = 0.0000 eV
Total charge = -1
Spin multiplicity = 5

No. 6
Formula: C3H9NS
Source: the Open Molecules 2025 dataset
Level of theory: ωB97M-V/def2-TZVPD

Structure (XYZ):
```
14
Properties=species:S:1:pos:R:3:mulliken_charge:R:1
C -0.9099 -0.9875 -0.6486 -1.481
C -0.0275 -0.4249 0.4358 0.750
C -0.1593 1.0963 0.5259 -0.875
S 1.0431 2.0109 -0.5353 -0.203
N 1.3528 -0.8241 0.1405 -0.677
H -1.0471 -2.0702 -0.6028 0.362
H -0.4309 -0.7706 -1.6070 0.384
H -1.9020 -0.5273 -0.6656 0.349
H -0.2971 -0.8210 1.4288 0.158
H -1.1332 1.4033 0.1584 0.344
H -0.0219 1.4617 1.5453 0.358
H 0.1558 2.8808 -1.0223 0.116
H 1.3873 -1.8167 -0.0518 0.211
H 1.9897 -0.6105 0.8988 0.204
```

Properties
Orbital gap = 9.68 eV
Largest force on an atom = 0.77 eV/A
ΔE to the lowest compared entry with this formula, charge and spin = 0.2657 eV
Total charge = 0
SMILES = C[C@@H](N)CS

Q: Number 5 is which compound?
A: C24H33Cl2FeN4O3

Please write out number 6 again, unchanged.
Formula: C3H9NS
Source: the Open Molecules 2025 dataset
Level of theory: ωB97M-V/def2-TZVPD

Structure (XYZ):
```
14
Properties=species:S:1:pos:R:3:mulliken_charge:R:1
C -0.9099 -0.9875 -0.6486 -1.481
C -0.0275 -0.4249 0.4358 0.750
C -0.1593 1.0963 0.5259 -0.875
S 1.0431 2.0109 -0.5353 -0.203
N 1.3528 -0.8241 0.1405 -0.677
H -1.0471 -2.0702 -0.6028 0.362
H -0.4309 -0.7706 -1.6070 0.384
H -1.9020 -0.5273 -0.6656 0.349
H -0.2971 -0.8210 1.4288 0.158
H -1.1332 1.4033 0.1584 0.344
H -0.0219 1.4617 1.5453 0.358
H 0.1558 2.8808 -1.0223 0.116
H 1.3873 -1.8167 -0.0518 0.211
H 1.9897 -0.6105 0.8988 0.204
```

Properties
Orbital gap = 9.68 eV
Largest force on an atom = 0.77 eV/A
ΔE to the lowest compared entry with this formula, charge and spin = 0.2657 eV
Total charge = 0
SMILES = C[C@@H](N)CS